1.
Below is a structure of composition C3H2O2Tm in a non-equilibrium geometry, with properties calculated with ωB97M-V/def2-TZVPD.

## Properties
- orbital gap (alpha / beta) (eV) = 10.15 / 4.77
- energy above the lowest of the compared OMol25 structures with the same formula, charge and spin (kcal per mole) = 0.0
- spin multiplicity = 3
- charge = +3

Each line ends with the Löwdin spin population.
Atoms and positions in Å:
O  1.021  2.537  0.338  0.001
C  1.244  1.056  -3.513  0.485
C  0.119  1.497  -3.545  0.488
H  2.232  0.627  -3.514  0.012
H  -0.894  1.858  -3.598  0.012
C  0.533  1.490  0.395  0.001
O  0.054  0.429  0.264  -0.002
Tm  -0.765  -1.617  -0.515  1.002

---

2.
Below is a cluster of 10 separate species, C5H31N2O10 in total in a non-equilibrium geometry, with properties calculated with ωB97M-V/def2-TZVPD.

## Properties
- orbital gap (eV) = 8.46
- energy above the lowest of the compared OMol25 structures with the same formula, charge and spin (kcal per mole) = 12.4
- charge = -1

Each line ends with the natural charge from an NBO analysis.
Atoms and positions in Å:
C  0.516  -0.651  0.488  -0.228
N  0.232  -1.484  -0.730  -0.688
C  -0.539  -0.758  -1.750  -0.060
N  -1.950  -0.657  -1.443  -0.871
C  1.976  -0.319  0.802  -0.415
C  2.483  1.032  0.256  -0.423
C  1.586  2.293  0.358  -0.045
O  0.514  2.264  -0.545  -0.903
H  -0.834  2.526  -0.174  0.518
H  -0.072  0.230  0.549  0.220
H  1.089  -1.797  -1.205  0.371
H  -0.367  -1.205  -2.715  0.174
H  -0.221  0.277  -1.779  0.197
H  -2.266  -1.564  -1.109  0.343
H  -2.267  0.115  -0.861  0.383
H  2.123  -0.401  1.888  0.204
H  2.696  -1.101  0.511  0.189
H  2.794  0.964  -0.765  0.198
H  3.321  1.294  0.916  0.187
H  1.218  2.414  1.387  0.149
H  2.243  3.141  0.129  0.139
H  -3.536  -1.145  0.577  0.462
H  -3.747  -1.976  1.768  0.487
O  -4.199  -1.252  1.274  -0.954
H  -0.591  1.636  2.989  0.484
H  -1.309  1.750  4.222  0.470
O  -0.456  1.440  3.925  -0.961
H  2.401  2.425  -2.699  0.452
H  0.978  2.235  -1.823  0.509
O  1.475  2.143  -2.797  -1.057
H  1.807  0.668  -3.551  0.517
H  1.218  -0.076  -4.675  0.460
O  1.954  -0.215  -4.066  -1.027
H  -0.208  -4.427  1.544  0.480
H  -0.020  -2.973  0.857  0.516
O  -0.617  -3.589  1.301  -0.973
H  -2.914  1.776  2.553  0.458
H  -2.276  2.530  1.408  0.505
O  -2.431  2.580  2.408  -1.020
H  0.127  -1.280  1.269  0.152
H  -2.152  3.578  -0.418  0.471
O  -1.866  2.693  -0.165  -1.041
H  2.041  -2.278  -3.662  0.499
H  2.837  -2.759  -2.513  0.458
O  2.157  -3.051  -3.095  -0.959
H  -1.440  -1.644  3.328  0.473
H  -1.513  -2.973  2.598  0.490
O  -1.994  -2.431  3.235  -0.993

---

> Which of these has the highest energy above the lowest of the compared OMol25 structures with the same formula, charge and spin?

C5H31N2O10